A gas-phase ion, C7H13N2 (charge +1) in a non-equilibrium geometry. Source: the Open Molecules 2025 dataset; level of theory: ωB97M-V/def2-TZVPD.

As for the molar mass: 125.19 g/mol. The total energy is -10438.954 eV. The calculation puts the HOMO energy at -0.464 Ha. The largest force on an atom is 6.103 eV/A. As for the charge: +1. Its spin multiplicity is 1. Its SMILES is C/C=C/[C@@]12CN1CC[NH2+]2. The value obtained for the energy relative to the best compared isomer or geometry (same formula, charge and spin) is 5.2440 eV. The value obtained for the LUMO energy is -3.55 eV. For the orbital gap, the calculation gives 9.080 eV.

Last column: Löwdin charge in e.
Positions of all 22 atoms, in Å:
C: -3.00954 0.39472 1.79321  -0.08
C: -1.80049 -0.32341 1.18647  -0.11
C: -1.17167 0.36726 0.20035  -0.07
C: -0.04337 -0.04871 -0.50675  -0.32
C: 0.41264 0.14507 -2.31974  0.16
N: 0.77444 0.99526 -1.06786  -0.11
C: 2.12620 0.94370 -0.67779  -0.13
C: 2.26739 -0.60975 -0.05717  -0.03
N: 0.80884 -1.06901 0.17904  0.11
H: -3.57724 0.90773 1.12198  0.04
H: -3.68462 -0.42478 2.16517  0.10
H: -2.54953 1.10792 2.52134  0.11
H: -1.72947 -1.43159 1.39873  0.13
H: -1.48103 1.39128 0.12144  0.13
H: 1.03933 -0.54595 -2.78990  0.07
H: -0.36221 0.43609 -2.96964  0.07
H: 2.40061 1.62419 0.20277  0.14
H: 2.90999 1.24091 -1.47809  0.16
H: 2.75822 -1.43257 -0.76178  0.16
H: 2.76794 -0.67978 0.90453  0.11
H: 0.65226 -2.00368 -0.31362  0.21
H: 0.49132 -0.98491 1.14731  0.15